P.
Entry from the Open Molecules 2025 dataset: one molecule with the formula C4H6N2OS (the ωB97M-V functional and the def2-TZVPD basis).

```
14
Properties=species:S:1:pos:R:3:mulliken_charge:R:1
C -0.28098 -0.48590 0.00549 0.6678
H -1.59588 -2.00425 0.57251 0.3423
H 1.15016 2.29075 -0.99031 0.3039
H 1.33652 -1.38945 -1.74302 0.4011
H -0.50312 2.01410 3.06886 0.1872
O 1.24890 -0.23223 -1.93116 -0.6103
H -1.05159 -2.27619 -1.28510 0.2410
H 0.13739 -2.56914 0.08418 0.2962
C 0.62046 0.15795 -0.82852 0.3013
N 0.75593 1.46670 -0.38650 -0.1028
N -0.68874 0.48141 1.00474 -0.6284
S -0.22130 2.81836 1.85676 -0.3734
C -0.11214 1.63097 0.70377 0.2444
C -0.79562 -1.90307 -0.13169 -1.2703
```

The calculation puts the LUMO energy at 0.24 eV. For the highest occupied orbital energy, the calculation gives -0.277 Ha. Its spin multiplicity is 1. The gap between HOMO and LUMO is 0.2856 Ha. The SMILES is Cc1nc(S)[nH]c1O.



Q.
Entry from the Open Molecules 2025 dataset: one molecule with the formula C4H6N2OS (the ωB97M-V functional and the def2-TZVPD basis).

```
14
Properties=species:S:1:pos:R:3:mulliken_charge:R:1
H 0.04018 -3.03921 -0.65745 0.3217
H 0.09038 2.44889 -0.35695 0.3595
H -2.35916 -2.29296 0.77698 0.2639
C -1.37399 -0.37793 0.57459 -0.3003
S 2.04906 1.41709 -1.15525 -0.1429
C 0.73177 1.63652 -0.00703 -0.0453
H -2.29378 0.26102 0.73687 0.2929
H 1.98081 1.10022 1.37631 0.3584
N 0.49395 -0.99942 -0.43652 -0.6150
C -1.47078 -1.69413 0.34739 -0.3309
O 1.23995 1.81738 1.21649 -0.4731
N -0.21613 0.08938 0.01114 0.4299
H 1.32622 1.67904 -2.24557 0.1407
C -0.23850 -2.04588 -0.18102 -0.2595
```

The calculation puts the LUMO energy at 0.58 eV. For the highest occupied orbital energy, the calculation gives -0.337 Ha. Its spin multiplicity is 1. The gap between HOMO and LUMO is 0.3588 Ha. The SMILES is O[C@@H](S)n1cccn1.



R.
Entry from the Open Molecules 2025 dataset: one molecule with the formula C4H6N2OS (the ωB97M-V functional and the def2-TZVPD basis).

```
14
Properties=species:S:1:pos:R:3:mulliken_charge:R:1
C 0.54555 0.56098 0.58551 -0.3432
H 1.06381 1.42929 0.17081 0.2185
H -2.19638 0.98104 1.85301 0.2355
H -1.11573 1.74636 -0.12837 0.3293
C -0.95383 0.76437 0.32673 0.2027
H 2.81495 -1.21768 -0.92096 0.2707
N 1.84940 -1.10141 -0.57978 -0.2290
C 0.84875 -0.64418 -1.42908 0.2863
N -2.00000 0.27220 1.18898 -0.6155
O 0.93888 -0.59573 -2.61519 -0.5739
H -2.84767 0.02949 0.69838 0.2304
H -0.43809 -1.27299 0.13608 0.2332
S 1.70980 -0.65447 1.14066 -0.0749
C -0.21942 -0.29728 -0.42678 -0.1703
```

The calculation puts the LUMO energy at 0.65 eV. For the highest occupied orbital energy, the calculation gives -0.316 Ha. Its spin multiplicity is 1. The gap between HOMO and LUMO is 0.3395 Ha. The SMILES is N[C@H]1[C@H]2SNC(=O)[C@H]12.



Which of them is most stable? Easy: P.



P.
Entry from the Open Molecules 2025 dataset: one molecule with the formula C4H6N2OS (the ωB97M-V functional and the def2-TZVPD basis).

```
14
Properties=species:S:1:pos:R:3:mulliken_charge:R:1
N -1.33622 -1.82329 -0.50834 -0.6946
H -2.33328 -1.40742 -0.37281 0.2228
C 1.52977 0.00588 0.47846 0.2383
O 1.99944 -0.34605 -0.70377 -0.4305
H 2.16781 -0.14834 1.51447 0.2681
H 1.35360 -2.14649 0.09377 0.5077
C 0.53216 1.15624 0.41916 -0.5738
H 0.75773 1.99652 -0.26277 0.3132
H 0.21850 1.37899 1.42430 0.3022
C -0.42796 -0.82781 -0.47620 0.2057
N -0.69247 0.51546 -0.23732 -0.1597
H -2.44856 1.76634 -1.19255 0.1504
C 0.98373 -1.19282 -0.12713 -0.1280
S -2.30424 1.07279 -0.04927 -0.2218
```

The calculation puts the LUMO energy at 0.57 eV. For the highest occupied orbital energy, the calculation gives -0.334 Ha. Its spin multiplicity is 1. The gap between HOMO and LUMO is 0.3554 Ha. The SMILES is [H]/N=C1/[C@H]2O[C@H]2CN1S.



Q.
Entry from the Open Molecules 2025 dataset: one molecule with the formula C4H6N2OS (the ωB97M-V functional and the def2-TZVPD basis).

```
14
Properties=species:S:1:pos:R:3:mulliken_charge:R:1
S 1.19237 -0.44661 1.51122 -0.1584
N -0.61298 -2.15612 0.20998 -0.5871
C -1.36199 0.14552 -1.51503 -0.0628
H 1.63040 2.04836 1.01447 0.3039
H -2.39618 -0.61129 -1.51752 0.1987
H -0.12447 1.72251 1.59374 0.2475
H 0.09638 -2.76174 0.79429 0.2666
O 0.45255 1.14016 -0.37078 -0.3359
C 0.79723 1.34682 1.07100 -0.2264
N -0.52335 0.09972 -0.40128 0.1238
H -2.07398 1.04483 -3.31046 0.2550
C -0.02520 -1.05922 0.27133 0.3784
C -1.32413 1.09391 -2.47854 -0.6082
H -0.39148 1.81439 -2.54126 0.2050
```

The calculation puts the LUMO energy at 0.52 eV. For the highest occupied orbital energy, the calculation gives -0.314 Ha. Its spin multiplicity is 1. The gap between HOMO and LUMO is 0.3330 Ha. The SMILES is [H]/N=C1\SCON1C=C.



Which of them is most stable? Easy: P.



P.
Entry from the Open Molecules 2025 dataset: one molecule with the formula C4H6N2OS (the ωB97M-V functional and the def2-TZVPD basis).

```
14
Properties=species:S:1:pos:R:3:mulliken_charge:R:1
C 0.41263 2.42388 0.05276 -0.1170
H 0.06744 -3.14142 0.40206 0.3615
H -1.22618 -0.11383 -1.30446 0.2298
H -0.99914 2.44587 -1.64782 0.4478
H 0.59450 3.47256 0.10077 0.4054
N 0.25146 0.24089 0.34936 0.2830
N 0.84243 1.52817 0.86370 -0.6874
H -1.05906 -1.73467 -0.01954 0.1076
O 1.94475 -1.74183 -0.27960 -0.5496
C -0.48834 0.56370 -0.75460 0.0150
H -0.70242 -2.41851 1.72844 0.2999
C -0.34019 -2.24873 0.68909 -0.6616
C -0.43665 1.92656 -0.97784 -0.6431
S 1.13877 -1.20266 0.79767 0.5088
```

The calculation puts the LUMO energy at 0.78 eV. For the highest occupied orbital energy, the calculation gives -0.349 Ha. Its spin multiplicity is 1. The gap between HOMO and LUMO is 0.3779 Ha.



Q.
Entry from the Open Molecules 2025 dataset: one molecule with the formula C4H6N2OS (the ωB97M-V functional and the def2-TZVPD basis).

```
14
Properties=species:S:1:pos:R:3:mulliken_charge:R:1
H -1.39896 1.11758 -1.18330 0.3874
S 0.62156 1.76107 -0.27443 0.0338
C -1.51100 0.44387 0.88929 -1.1579
H -2.38364 -0.27653 0.91405 0.3644
O 1.50815 0.82925 0.73548 -0.2472
H -1.80371 1.44408 1.18843 0.3277
C 1.81051 -0.36048 0.19028 0.6107
H -0.57889 -1.68009 -0.62037 0.4376
N 2.95905 -0.77979 -0.65237 -0.2303
H -0.91724 -0.22674 1.62822 0.2754
N 2.87225 -1.17885 0.52675 -0.2930
H 0.01618 -0.74298 -1.92777 0.3404
C -0.85243 0.42985 -0.46302 0.4224
C -0.34183 -0.78025 -0.95125 -1.2713
```

The calculation puts the LUMO energy (spin up / spin down) at -0.24 / -0.24 eV. For the highest occupied orbital energy (spin up / spin down), the calculation gives -0.320 / -0.320 Ha. Its spin multiplicity is 1. The gap between HOMO and LUMO (spin up / spin down) is 0.3108 / 0.3109 Ha.



R.
Entry from the Open Molecules 2025 dataset: one molecule with the formula C4H6N2OS (the ωB97M-V functional and the def2-TZVPD basis).

```
14
Properties=species:S:1:pos:R:3:mulliken_charge:R:1
C -3.01228 -0.69277 0.10759 0.2003
S 2.04306 -1.63870 -0.13568 -0.3484
C -0.66259 -0.61662 0.09535 -0.0608
C 1.61450 -0.04431 0.01112 0.4314
N -1.84973 -0.06027 -0.11957 -0.0462
H 2.43211 1.88772 0.81204 0.3103
H 2.36623 1.71800 -0.75484 0.3301
H 3.71055 0.85156 0.01536 0.2981
N 0.24761 0.35903 -0.16168 -0.5329
C 2.60950 1.09610 0.08398 -0.9940
O -4.04603 -0.15566 -0.12619 -0.4722
H -0.55548 -1.54687 0.53382 0.3421
H -1.88103 0.82521 -0.74604 0.3692
H -3.01639 -1.98242 0.38476 0.1731
```

The calculation puts the LUMO energy at -0.69 eV. For the highest occupied orbital energy, the calculation gives -0.317 Ha. Its spin multiplicity is 1. The gap between HOMO and LUMO is 0.2914 Ha. The SMILES is CC(=S)/N=C/NC=O.



S.
Entry from the Open Molecules 2025 dataset: one molecule with the formula C4H6N2OS (the ωB97M-V functional and the def2-TZVPD basis).

```
14
Properties=species:S:1:pos:R:3:mulliken_charge:R:1
H -2.14938 -0.72836 1.92724 0.3568
C -1.39145 1.14757 1.24768 -0.2541
C -1.54041 -0.27997 1.15479 -0.0998
O 1.32640 1.81954 -0.68032 -0.4089
H -2.02532 1.70677 1.91223 0.3816
C 1.26049 -1.62007 -1.21915 -0.7584
C -0.85924 -0.95705 0.25475 0.0560
H 1.56264 2.43558 0.03316 0.3492
N -0.51157 1.81006 0.56437 -0.5202
H 1.32383 -0.58127 -1.53069 0.2274
S -0.51244 -1.99742 -0.93129 -0.0871
H 1.62858 -2.28601 -1.99066 0.3496
N 0.07358 1.30224 -0.44318 0.1189
H 1.81429 -1.77159 -0.29893 0.2889
```

The calculation puts the LUMO energy (spin up / spin down) at -0.35 / -0.29 eV. For the highest occupied orbital energy (spin up / spin down), the calculation gives -0.270 / -0.271 Ha. Its spin multiplicity is 1. The gap between HOMO and LUMO (spin up / spin down) is 0.2567 / 0.2604 Ha.



Which of them is most stable? Easy: R.



P.
Entry from the Open Molecules 2025 dataset: a 4-piece molecular cluster, C6H19NO4 overall (the ωB97M-V functional and the def2-TZVPD basis).

```
30
Properties=species:S:1:pos:R:3:mulliken_charge:R:1
N -1.77437 -1.88292 -0.21075 -0.5883
O 1.16863 -1.84809 -0.24134 -0.5114
H -0.27913 0.29207 -0.86476 0.1113
H 3.03754 -1.30756 0.93262 0.3229
C -0.02010 1.28008 1.02168 0.9611
C 0.45510 -1.77575 0.73080 -0.2532
H 3.95156 -1.40120 2.15884 0.2908
H -0.96468 3.01218 0.15462 0.3945
H -0.09118 3.33905 1.64942 0.4469
H -1.35499 -1.04978 1.65146 0.5086
C -0.72881 2.62017 1.14356 -1.8493
H -1.37399 -1.94796 -1.14193 0.2509
H 0.78215 -1.10488 -2.13335 0.3171
O -2.65414 0.30248 -2.77798 -0.6610
H 2.18385 1.40576 1.26140 0.2563
C 1.42032 1.50217 0.49564 -1.3125
H -1.69468 2.53701 1.64581 0.4091
H 1.45544 2.44762 -0.04369 0.4042
O 3.38747 -0.79265 1.67157 -0.5916
C -0.89694 -1.09111 0.66766 0.0468
H -1.72642 0.04533 -2.84766 0.3332
H 0.64851 -0.65881 -3.60965 0.3183
H 0.07415 0.83206 2.01414 0.2880
H -3.02029 -0.25093 -2.07186 0.3203
H -2.01941 -2.79471 0.14359 0.2419
O 0.18768 -1.12913 -2.90022 -0.6255
H 1.70726 0.70171 -0.19659 0.2808
C -0.79710 0.31320 0.09680 -0.8409
H 0.75792 -2.22790 1.69129 0.3100
H -1.82137 0.63248 -0.09110 0.4208
```

The calculation puts the LUMO energy at 0.42 eV. For the highest occupied orbital energy, the calculation gives -0.354 Ha. Its spin multiplicity is 1. The gap between HOMO and LUMO is 0.3699 Ha. The SMILES is CC(C)C[C@@H](N)C=O.O.O.O.



Q.
Entry from the Open Molecules 2025 dataset: a 5-piece molecular cluster, C6H19NO4 overall (the ωB97M-V functional and the def2-TZVPD basis).

```
30
Properties=species:S:1:pos:R:3:mulliken_charge:R:1
H -3.23339 1.77806 2.27958 0.3387
H -0.43523 1.72498 -2.14841 0.2965
H 0.19004 0.56609 -1.30142 0.3595
H 2.08052 -0.94080 -4.41491 0.2039
H -0.69226 -2.83353 -2.42629 0.2289
C 1.64096 -1.45182 -2.29857 -0.1510
O 0.12121 2.48593 3.00843 -0.6258
C -0.40631 -0.59867 1.79945 -0.7443
C 1.06370 -1.58366 0.06734 -0.2898
N -0.63412 -2.25438 -1.61562 -0.5567
H -0.91784 -0.08984 0.94626 0.1722
H 0.52147 -0.19844 2.20911 0.3159
H 0.81239 -2.40047 2.15870 0.3430
C 0.26863 -1.93710 1.28284 -0.6905
H -1.31424 -0.64248 2.47897 0.2909
O -3.94220 1.12928 2.12956 -0.6458
H 1.65382 3.83714 0.20899 0.3185
H -3.43301 0.34278 2.09463 0.3136
H 1.98493 -1.08733 0.23010 0.3770
H 0.58781 2.78238 -0.25078 0.4067
H 2.38022 -0.72156 -1.99971 0.1949
O 0.71206 3.39594 0.48556 -0.6659
O 0.17082 1.53720 -1.36017 -0.7592
C 1.41415 -1.40291 -3.60302 -0.8093
C 0.73453 -1.90552 -1.23370 0.4827
H -0.20027 2.57894 2.13338 0.3581
H -0.52124 -2.68951 0.89450 0.1497
H 0.71418 3.31085 3.08566 0.2897
H 0.65535 -1.84897 -4.14716 0.2711
H -1.18345 -2.79626 -0.91480 0.2269
```

The calculation puts the LUMO energy at 0.36 eV. For the highest occupied orbital energy, the calculation gives -0.313 Ha. Its spin multiplicity is 1. The gap between HOMO and LUMO is 0.3266 Ha. The SMILES is C=C/C(N)=C/CC.O.O.O.O.



Which of them is most stable? Easy: P.